The following is a DFT calculation (ωB97M-V with the def2-TZVPD basis set) of an isolated molecule of C4H9NO.

## Properties
* energy above the lowest of the compared OMol25 structures with the same formula, charge and spin: 45.3 kcal per mole
* SMILES: C[C@H]1NC[C@H]1O
* molecular weight: 87.1 u
* HOMO: -8.921 eV
* DFT total energy: -7830.3540 eV
* charge: 0

Each line ends with the Mulliken charge.
Geometry (Å):
C (1.5949, 0.0970, 0.2388)  -1.3384
C (0.1712, 0.3021, 0.7518)  0.2597
N (-0.5182, 1.4213, 0.1096)  -0.5261
C (-1.1550, 0.4853, -0.8417)  -0.5498
C (-0.8641, -0.6715, 0.1062)  -0.0530
O (-0.4452, -1.8807, -0.4691)  -0.5442
H (1.6397, -0.0648, -0.8420)  0.3205
H (2.0519, -0.7746, 0.6826)  0.3228
H (2.2378, 0.9076, 0.4949)  0.3798
H (0.2065, 0.2763, 1.8539)  0.2836
H (0.0759, 2.1411, -0.2702)  0.2468
H (-2.2177, 0.7223, -1.0531)  0.2694
H (-0.5837, 0.3624, -1.7511)  0.2822
H (-1.7291, -0.7854, 0.7653)  0.3202
H (-0.4649, -2.5384, 0.2243)  0.3265

Forces on atoms 1 to 2 (eV/Å):
-0.5 -0.8 -0.4
1.0 -0.8 0.2

---

The following is a DFT calculation (ωB97M-V with the def2-TZVPD basis set) of a cluster of 2 separate species, C4H9NO in total.

## Properties
* energy above the lowest of the compared OMol25 structures with the same formula, charge and spin: 71.7 kcal per mole
* molecular weight: 87.1 u
* HOMO: -8.427 eV
* DFT total energy: -7829.2114 eV
* charge: 0

Each line ends with the Mulliken charge.
Geometry (Å):
C (-2.3132, 1.8932, 0.2696)  -0.5961
C (-2.4905, 0.5852, 0.4459)  -0.4728
C (0.1929, -0.7308, 0.0548)  -0.3829
O (0.5793, 0.5277, -0.2107)  -0.3538
N (1.2609, -1.5225, -0.0642)  0.0500
C (2.6253, -1.1470, -0.4247)  -0.7642
H (-0.2072, 1.0869, -0.0940)  0.3410
H (-2.4466, 2.3614, -0.7034)  0.2875
H (-2.0542, 2.5510, 1.0965)  0.2868
H (-2.3620, 0.1082, 1.4132)  0.2599
H (-2.7539, -0.0765, -0.3744)  0.2582
H (1.0615, -2.4970, 0.0903)  0.2591
H (2.7937, -1.1935, -1.5116)  0.2542
H (2.7988, -0.1258, -0.0795)  0.2722
H (3.3152, -1.8205, 0.0923)  0.3009

Forces on atoms 1 to 2 (eV/Å):
-0.1 -0.1 0.0
0.0 0.2 0.0

---

The following is a DFT calculation (ωB97M-V with the def2-TZVPD basis set) of an isolated molecule of C4H9NO.

## Properties
* energy above the lowest of the compared OMol25 structures with the same formula, charge and spin: 43.9 kcal per mole
* SMILES: C[C@H]1C[C@@]1(N)O
* molecular weight: 87.1 u
* HOMO: -8.644 eV
* DFT total energy: -7830.4161 eV
* charge: 0

Each line ends with the Mulliken charge.
Geometry (Å):
C (-0.7615, -1.4150, 0.8130)  -1.3094
C (-0.4261, -0.5210, -0.3447)  0.1062
C (-0.9199, 0.9080, -0.3646)  -1.0273
C (0.5747, 0.5625, -0.1729)  0.6605
N (1.5779, 0.6596, -1.1886)  -0.6359
O (1.0766, 0.8704, 1.1001)  -0.5902
H (-0.6708, -0.8716, 1.7595)  0.2684
H (-0.0633, -2.2569, 0.8511)  0.3348
H (-1.7814, -1.7978, 0.7216)  0.3533
H (-0.3980, -0.9943, -1.3230)  0.3984
H (-1.2859, 1.3501, -1.2855)  0.2939
H (-1.5681, 1.1427, 0.4911)  0.3055
H (1.7839, -0.2217, -1.6439)  0.2307
H (2.4335, 1.0968, -0.8678)  0.2498
H (0.4284, 1.4882, 1.4545)  0.3612

Forces on atoms 1 to 2 (eV/Å):
0.0 -0.1 0.1
0.0 -0.3 -0.1

---

Q: Among the records above, which one has the lowest energy above the lowest of the compared OMol25 structures with the same formula, charge and spin?
A: number 3

---

Please write out number 3 again, unchanged.
The following is a DFT calculation (ωB97M-V with the def2-TZVPD basis set) of an isolated molecule of C4H9NO.

## Properties
* energy above the lowest of the compared OMol25 structures with the same formula, charge and spin: 43.9 kcal per mole
* SMILES: C[C@H]1C[C@@]1(N)O
* molecular weight: 87.1 u
* HOMO: -8.644 eV
* DFT total energy: -7830.4161 eV
* charge: 0

Each line ends with the Mulliken charge.
Geometry (Å):
C (-0.7615, -1.4150, 0.8130)  -1.3094
C (-0.4261, -0.5210, -0.3447)  0.1062
C (-0.9199, 0.9080, -0.3646)  -1.0273
C (0.5747, 0.5625, -0.1729)  0.6605
N (1.5779, 0.6596, -1.1886)  -0.6359
O (1.0766, 0.8704, 1.1001)  -0.5902
H (-0.6708, -0.8716, 1.7595)  0.2684
H (-0.0633, -2.2569, 0.8511)  0.3348
H (-1.7814, -1.7978, 0.7216)  0.3533
H (-0.3980, -0.9943, -1.3230)  0.3984
H (-1.2859, 1.3501, -1.2855)  0.2939
H (-1.5681, 1.1427, 0.4911)  0.3055
H (1.7839, -0.2217, -1.6439)  0.2307
H (2.4335, 1.0968, -0.8678)  0.2498
H (0.4284, 1.4882, 1.4545)  0.3612

Forces on atoms 1 to 2 (eV/Å):
0.0 -0.1 0.1
0.0 -0.3 -0.1

---

Q: What is the DFT total energy in the second record?
A: -7829.2114 eV